## A
Computed, not measured: one molecule with the formula C2H5N3, with the ωB97M-V functional and the def2-TZVPD basis.

## Properties
Frontier orbital gap (alpha / beta): 8.38 / 8.37 eV
HOMO energy (alpha / beta): -8.75 / -8.74 eV

```
! RIJCOSX wB97M-V def2-TZVPD def2/J DEFGRID3
* xyz 0 1
C 0.774 0.927 1.517
C -0.332 -0.791 -1.260
N 0.748 -0.170 0.907
N -1.543 -0.411 -0.860
N 0.360 -1.021 0.196
H -0.022 1.649 1.405
H 1.571 1.129 2.210
H -0.304 -1.800 -1.665
H 0.355 -0.101 -1.775
H -1.608 0.588 -0.675
*
```

Results of the natural (NBO) charge analysis, in e, for atoms 1 through 5: -0.31, -0.09, 0.02, -0.66, -0.04

## B
Computed, not measured: one molecule with the formula C2H5N3, with the ωB97M-V functional and the def2-TZVPD basis.

## Properties
SMILES string: [H]/N=C\N/C=N/[H]
Frontier orbital gap: 9.84 eV
HOMO energy: -9.19 eV

```
! RIJCOSX wB97M-V def2-TZVPD def2/J DEFGRID3
* xyz 0 1
C -0.209 -1.102 -0.033
C 0.339 1.335 0.551
H -0.967 -1.913 -1.803
H -0.422 -1.915 0.806
H 0.355 -0.296 1.598
H 0.357 2.044 1.409
H 0.249 1.194 -1.285
N -0.444 -1.113 -1.343
N 0.236 -0.030 0.692
N 0.506 1.797 -0.593
*
```

Results of the natural (NBO) charge analysis, in e, for atoms 1 through 5: 0.29, 0.25, 0.38, 0.15, 0.38

## C
Computed, not measured: one molecule with the formula C2H5N3, with the ωB97M-V functional and the def2-TZVPD basis.

## Properties
SMILES string: [H]/N=C(C)\N=N\[H]
Frontier orbital gap: 9.15 eV
HOMO energy: -9.16 eV

```
! RIJCOSX wB97M-V def2-TZVPD def2/J DEFGRID3
* xyz 0 1
C 0.990 -0.850 0.126
C 0.228 0.433 0.035
N -1.119 0.314 -0.392
N -1.974 -0.470 0.079
N 0.764 1.560 0.232
H -2.508 0.186 -0.706
H 0.105 2.335 0.162
H 2.034 -0.624 0.320
H 0.887 -1.424 -0.795
H 0.593 -1.460 0.939
*
```

Results of the natural (NBO) charge analysis, in e, for atoms 1 through 5: -0.69, 0.38, -0.28, -0.27, -0.60

## D
Computed, not measured: one molecule with the formula C2H5N3, with the ωB97M-V functional and the def2-TZVPD basis.

## Properties
SMILES string: [H]/N=C\N/C=N/[H]
Frontier orbital gap: 10.49 eV
HOMO energy: -9.71 eV

```
! RIJCOSX wB97M-V def2-TZVPD def2/J DEFGRID3
* xyz 0 1
C -1.371 0.468 -0.012
C 1.058 -0.359 0.027
H -1.659 -1.288 -0.352
H -1.758 1.425 0.164
H 0.389 1.548 0.220
H 0.605 -1.311 0.090
H 2.772 -0.762 0.282
N -2.329 -0.445 -0.070
N 0.051 0.647 -0.194
N 2.242 0.077 -0.156
*
```

Results of the natural (NBO) charge analysis, in e, for atoms 1 through 5: 0.27, 0.25, 0.30, 0.15, 0.41

It is B that is most stable; the runner-up trails by 0.0051 hartree.

## A
Computed, not measured: one molecule with the formula C4H6N2OS, with the ωB97M-V functional and the def2-TZVPD basis.

## Properties
SMILES string: O\N=C/C=C\C=N/S
Frontier orbital gap: 9.01 eV
HOMO energy: -8.84 eV

```
! RIJCOSX wB97M-V def2-TZVPD def2/J DEFGRID3
* xyz 0 1
C -0.898 0.322 0.976
C -1.466 -0.454 -0.135
C -0.798 -1.400 -0.939
C 0.699 -1.703 -1.004
H 1.029 3.038 -0.121
H -1.080 -0.228 1.977
H -2.593 -0.580 -0.147
H -1.351 -2.190 -1.488
H 1.091 -1.559 -2.063
H 2.121 -1.401 1.561
N -0.348 1.464 0.967
N 1.590 -1.615 -0.112
O 1.180 -1.537 1.267
S -0.161 2.231 -0.577
*
```

Results of the natural (NBO) charge analysis, in e, for atoms 1 through 5: 0.07, -0.25, -0.22, -0.01, 0.15

## B
Computed, not measured: one molecule with the formula C4H6N2OS, with the ωB97M-V functional and the def2-TZVPD basis.

## Properties
SMILES string: [H]/N=C(\N)C(=C)C(=O)S
Frontier orbital gap: 9.36 eV
HOMO energy: -9.44 eV

```
! RIJCOSX wB97M-V def2-TZVPD def2/J DEFGRID3
* xyz 0 1
C 0.744 -0.359 -0.113
C -0.692 0.043 0.061
C -1.434 -0.531 1.044
C -1.193 1.312 -0.637
H 1.214 -0.023 1.917
H 2.297 -0.995 1.053
H 2.172 -1.005 -1.223
H -1.075 -1.371 1.622
H -2.414 -0.156 1.162
H 0.295 0.621 -2.302
N 1.364 -0.583 1.107
N 1.234 -0.680 -1.286
O -2.087 1.970 -0.196
S -0.425 1.757 -2.210
*
```

Results of the natural (NBO) charge analysis, in e, for atoms 1 through 5: 0.44, -0.20, -0.27, 0.42, 0.40

## C
Computed, not measured: one molecule with the formula C4H6N2OS, with the ωB97M-V functional and the def2-TZVPD basis.

## Properties
SMILES string: C[C@]1(O)C=NNC1=S
Frontier orbital gap: 8.99 eV
HOMO energy: -9.11 eV

```
! RIJCOSX wB97M-V def2-TZVPD def2/J DEFGRID3
* xyz 0 1
C -1.083 -1.580 -0.018
C 0.160 -0.838 0.128
C 0.790 -0.800 1.488
C -0.195 0.611 -0.085
H -1.735 -1.142 -0.850
H -1.637 -1.546 0.937
H -0.781 -2.713 -0.407
H 0.586 -0.960 -1.733
H 1.041 -1.541 2.207
H -0.177 2.181 1.396
N 0.655 0.367 1.974
N 0.082 1.233 1.127
O 1.004 -1.146 -0.920
S -0.533 1.208 -1.561
*
```

Results of the natural (NBO) charge analysis, in e, for atoms 1 through 5: -0.62, 0.05, 0.02, 0.10, 0.24

It is B that is most stable; the runner-up trails by 0.0457 hartree.

## A
Computed, not measured: one molecule with the formula C4H6N2OS, with the ωB97M-V functional and the def2-TZVPD basis.

## Properties
SMILES string: Cn1ccc(=S)n1O
Frontier orbital gap: 8.15 eV
HOMO energy: -7.85 eV

```
! RIJCOSX wB97M-V def2-TZVPD def2/J DEFGRID3
* xyz 0 1
C 1.255 -0.133 1.493
C -0.952 -0.772 0.570
C -1.754 -0.349 -0.407
C -0.918 0.400 -1.343
H 1.067 -1.035 2.113
H 2.341 -0.275 1.124
H 1.098 0.866 1.981
H -1.220 -1.392 1.442
H -2.809 -0.401 -0.445
H 1.079 1.126 -2.163
N 0.365 -0.332 0.406
N 0.311 0.500 -0.668
O 1.408 0.590 -1.323
S -1.270 1.206 -2.779
*
```

Results of the natural (NBO) charge analysis, in e, for atoms 1 through 5: -0.42, 0.03, -0.34, 0.02, 0.23

## B
Computed, not measured: one molecule with the formula C4H6N2OS, with the ωB97M-V functional and the def2-TZVPD basis.

## Properties
SMILES string: Cc1c[nH]o/c1=N\S
Frontier orbital gap: 8.75 eV
HOMO energy: -8.02 eV

```
! RIJCOSX wB97M-V def2-TZVPD def2/J DEFGRID3
* xyz 0 1
C 0.912 1.838 -0.062
C 0.633 0.342 -0.057
C 1.416 -0.745 0.012
C -0.736 -0.149 -0.049
H 0.538 2.267 0.892
H 0.297 2.289 -0.847
H 2.013 2.052 -0.262
H 2.496 -0.757 -0.002
H 0.725 -2.595 0.622
H -3.165 -1.481 0.011
N 0.683 -1.961 -0.151
N -1.780 0.530 0.046
O -0.671 -1.521 -0.096
S -3.362 -0.111 -0.058
*
```

Results of the natural (NBO) charge analysis, in e, for atoms 1 through 5: -0.63, -0.11, -0.03, 0.49, 0.24

It is B that is most stable; the runner-up trails by 0.0307 hartree.